No. 1
ORCA calculation (the ωB97M-V functional and the def2-TZVPD basis) on C28H60GaINO8 as an isolated structure at a distorted geometry.

```
! RIJCOSX wB97M-V def2-TZVPD def2/J DEFGRID3
* xyz -1 1
C -1.4533 3.6421 0.8325
O -0.8037 2.3991 1.2065
C -0.2233 1.8402 0.0036
C 0.9318 2.7413 -0.6566
C 1.6759 1.8260 -1.7379
C 3.2314 1.5812 -1.4735
Ga 3.7163 0.6999 0.3205
C 2.9246 1.6895 1.9875
C 3.6573 3.1158 2.2184
C 4.2407 3.2696 3.7037
I 2.5230 3.7100 5.0155
C 5.8006 0.8575 0.5761
C 6.4505 2.0158 -0.2700
O 7.1697 2.8533 0.3358
O 6.3392 2.1887 -1.6871
C 6.5916 0.9967 -2.4001
C 5.9595 0.9271 -3.8793
O 7.2772 0.0414 -2.0073
C 3.2909 -1.3124 0.4578
C 2.0501 -1.7961 -0.3888
O 2.0528 -1.5130 -1.6273
N 0.9204 -2.5854 0.1010
C -0.2379 -2.4061 -0.8582
C 0.3956 -2.1034 1.4149
H -0.6762 4.4719 0.9391
H -1.7638 3.6328 -0.2678
H -2.3408 3.7725 1.5335
H -1.0073 1.6192 -0.8046
H 0.2672 0.8229 0.2295
H 0.3880 3.5848 -1.2251
H 1.6094 3.2588 0.0916
H 1.0545 0.8843 -1.8722
H 1.6025 2.3932 -2.7408
H 3.7166 0.9700 -2.3219
H 3.7601 2.6063 -1.5160
H 1.7945 1.7924 1.9417
H 3.1832 1.0262 2.8785
H 4.4816 3.3030 1.4509
H 2.8712 3.9490 2.0994
H 4.9351 4.1642 3.7743
H 4.7716 2.3246 4.0762
H 5.9859 1.0748 1.6876
H 6.2263 -0.1627 0.2993
H 6.8177 0.8483 -4.6367
H 5.3965 1.9095 -4.0739
H 5.2356 0.0574 -3.9291
H 4.2035 -1.8980 0.0743
H 3.1870 -1.5518 1.5794
H -0.4753 -1.2815 -0.9412
H -0.0582 -2.8978 -1.8620
H -1.1716 -2.8594 -0.3614
H 0.1303 -3.0451 2.0259
H 1.1371 -1.5222 2.0453
H -0.5966 -1.5267 1.3325
C -1.4258 -0.4731 -5.8663
C -1.4579 -0.7968 -4.3823
O -1.8531 0.3000 -3.5701
C -3.1504 0.8231 -3.8054
C -4.2594 -0.1885 -3.5764
H -0.7927 0.3971 -6.0557
H -1.0365 -1.3221 -6.4323
H -2.4227 -0.2432 -6.2517
H -0.4499 -1.0716 -4.0608
H -2.0954 -1.6647 -4.1857
H -3.2101 1.2541 -4.8108
H -3.2786 1.6557 -3.1087
H -4.2069 -1.0139 -4.2914
H -5.2376 0.2859 -3.6859
H -4.1865 -0.6187 -2.5739
C -0.4581 1.6421 4.3479
C -1.8213 0.9848 4.4682
O -1.8026 -0.2384 5.1951
C -1.3691 -0.1632 6.5439
C -2.2349 0.7343 7.4113
H 0.2667 0.9476 3.9168
H -0.5171 2.5268 3.7130
H -0.0731 1.9544 5.3217
H -2.1837 0.7421 3.4659
H -2.5498 1.6756 4.9050
H -0.3181 0.1413 6.5881
H -1.4084 -1.1828 6.9370
H -2.1808 1.7781 7.0921
H -1.9088 0.6868 8.4531
H -3.2832 0.4288 7.3560
C -4.0359 -4.7181 -2.8734
C -4.0648 -5.0400 -1.3889
O -4.4649 -3.9452 -0.5782
C -5.7658 -3.4265 -0.8117
C -6.8743 -4.4392 -0.5814
H -3.4080 -3.8442 -3.0646
H -3.6422 -5.5654 -3.4387
H -5.0344 -4.4948 -3.2579
H -3.0550 -5.3080 -1.0677
H -4.6968 -5.9112 -1.1911
H -5.8272 -2.9962 -1.8172
H -5.8956 -2.5942 -0.1154
H -6.8223 -5.2647 -1.2959
H -7.8523 -3.9647 -0.6907
H -6.8013 -4.8688 0.4210
*
```

Properties
Calculated total energy in Eh: -3981.89445
Frontier orbital gap in eV: 7.4

The computed Mulliken charges, all in e, follow: number 1, C, carries -0.84; number 2, O, carries -0.16; number 3, C, carries -0.19; number 4, C, carries -0.07; number 5, C, carries -0.26; number 6, C, carries -0.16; number 7, Ga, carries -1.00; number 8, C, carries 0.51; number 9, C, carries -0.84; number 10, C, carries -0.97; number 11, I, carries -0.08; number 12, C, carries -0.30; number 13, C, carries 0.30; number 14, O, carries -0.65; number 15, O, carries -0.30; number 16, C, carries 0.81; number 17, C, carries -0.93; number 18, O, carries -0.56; number 19, C, carries -0.23; number 20, C, carries 0.12; number 21, O, carries -0.62; number 22, N, carries 0.04; number 23, C, carries -0.63; number 24, C, carries -0.79; number 25, H, carries 0.29; number 26, H, carries 0.30; number 27, H, carries 0.20; number 28, H, carries 0.37; number 29, H, carries -0.31; number 30, H, carries 0.46; number 31, H, carries -0.08; number 32, H, carries -0.09; number 33, H, carries 0.41; number 34, H, carries -0.19; number 35, H, carries 0.44; number 36, H, carries -0.47; number 37, H, carries 0.52; number 38, H, carries 0.26; number 39, H, carries 0.39; number 40, H, carries 0.45; number 41, H, carries 0.36; number 42, H, carries 0.23; number 43, H, carries 0.45; number 44, H, carries 0.33; number 45, H, carries 0.28; number 46, H, carries 0.22; number 47, H, carries 0.30; number 48, H, carries 0.30; number 49, H, carries 0.15; number 50, H, carries 0.20; number 51, H, carries 0.29; number 52, H, carries 0.26; number 53, H, carries 0.27; number 54, H, carries 0.22; number 55, C, carries -1.35; number 56, C, carries 0.40; number 57, O, carries -0.30; number 58, C, carries -0.37; number 59, C, carries -1.13; number 60, H, carries 0.33; number 61, H, carries 0.42; number 62, H, carries 0.28; number 63, H, carries 0.31; number 64, H, carries -0.25; number 65, H, carries 0.31; number 66, H, carries 0.31; number 67, H, carries 0.24; number 68, H, carries 0.48; number 69, H, carries 0.30; number 70, C, carries -0.52; number 71, C, carries -0.56; number 72, O, carries -0.44; number 73, C, carries -0.31; number 74, C, carries -1.02; number 75, H, carries 0.25; number 76, H, carries 0.25; number 77, H, carries 0.24; number 78, H, carries 0.22; number 79, H, carries 0.33; number 80, H, carries 0.30; number 81, H, carries 0.33; number 82, H, carries 0.25; number 83, H, carries 0.39; number 84, H, carries 0.27; number 85, C, carries -0.77; number 86, C, carries -0.38; number 87, O, carries -0.42; number 88, C, carries -0.11; number 89, C, carries -1.16; number 90, H, carries -0.01; number 91, H, carries 0.42; number 92, H, carries 0.28; number 93, H, carries 0.36; number 94, H, carries 0.33; number 95, H, carries 0.14; number 96, H, carries 0.36; number 97, H, carries 0.27; number 98, H, carries 0.41; number 99, H, carries 0.29


No. 2
ORCA calculation (the ωB97M-V functional and the def2-TZVPD basis) on a 7-piece molecular cluster, C12H39NO8 overall at a distorted geometry.

```
! RIJCOSX wB97M-V def2-TZVPD def2/J DEFGRID3
* xyz 0 1
C 1.5555 -2.7327 1.7140
O 0.9693 -1.4298 1.8350
C 1.9525 -0.4063 1.7703
C 1.3080 0.9637 1.8852
N 0.6341 1.2674 3.1852
C -0.2911 2.3334 3.0292
C -0.0407 3.7244 3.6874
O 0.9983 4.5184 3.1894
C 0.7309 5.1447 1.9124
H 2.5839 -2.7397 1.9528
H 1.4747 -3.0517 0.6279
H 1.0332 -3.4924 2.3481
H 2.5119 -0.3797 0.8539
H 2.7057 -0.5617 2.5553
H 0.5876 1.0374 1.1400
H 2.0374 1.7704 1.6636
H 0.2319 0.4472 3.6462
H -1.2605 2.0893 3.4041
H -0.3799 2.4622 1.9324
H 0.0955 3.6139 4.7818
H -0.9605 4.2912 3.6194
H 1.6354 5.7372 1.7010
H -0.1169 5.7616 2.0435
H 0.5123 4.4842 1.0847
C -3.7948 -0.0996 1.7860
O -2.7156 -0.7005 0.9390
H -4.7591 -0.2883 1.2507
H -3.7467 -0.6893 2.6562
H -3.6243 0.9473 1.9564
H -2.5212 -0.0272 0.2537
C -2.5052 2.3538 -1.9367
O -1.7862 1.5441 -1.0106
H -3.2185 2.9780 -1.3891
H -1.8320 2.9808 -2.5333
H -3.0673 1.7297 -2.6846
H -1.0132 1.1086 -1.4298
C -2.3734 -3.0328 -0.7047
O -0.9551 -2.8259 -0.4842
H -2.8166 -3.0893 0.2835
H -2.8284 -2.2035 -1.2730
H -2.5724 -3.9938 -1.1156
H -0.8642 -2.2095 0.2277
C 1.8625 1.3643 -1.6204
O 0.7098 0.6661 -2.1703
H 1.5958 2.2326 -1.0231
H 2.3644 0.6562 -0.9695
H 2.5087 1.7252 -2.3957
H 0.9399 0.0410 -2.8933
C 0.5013 -4.7516 -2.2939
O 1.0306 -3.4132 -2.1914
H -0.5053 -4.7438 -2.7820
H 1.2238 -5.4414 -2.7844
H 0.3985 -5.1265 -1.3126
H 0.3790 -2.9692 -1.6454
C 2.5909 -1.4509 -4.4719
O 1.1131 -1.4670 -4.3503
H 2.9454 -2.2517 -5.1584
H 2.7920 -0.4604 -4.8657
H 3.1671 -1.6490 -3.5581
H 0.8676 -2.2957 -3.8678
*
```

Properties
Structure (SMILES): COCCNCCOC.CO.CO.CO.CO.CO.CO
Calculated total energy in Eh: -1137.10714
Frontier orbital gap in eV: 9.1
Energy above the lowest of the compared OMol25 structures with the same formula, charge and spin in eV: 4.137

The computed Mulliken charges, all in e, follow: number 1, C, carries -0.75; number 2, O, carries -0.29; number 3, C, carries -0.89; number 4, C, carries 0.06; number 5, N, carries -0.41; number 6, C, carries 0.14; number 7, C, carries -0.87; number 8, O, carries -0.36; number 9, C, carries -0.64; number 10, H, carries 0.46; number 11, H, carries 0.12; number 12, H, carries 0.24; number 13, H, carries 0.39; number 14, H, carries 0.44; number 15, H, carries -0.01; number 16, H, carries 0.27; number 17, H, carries 0.35; number 18, H, carries 0.35; number 19, H, carries -0.12; number 20, H, carries 0.36; number 21, H, carries 0.39; number 22, H, carries 0.22; number 23, H, carries 0.38; number 24, H, carries 0.18; number 25, C, carries -0.74; number 26, O, carries -0.31; number 27, H, carries 0.26; number 28, H, carries 0.28; number 29, H, carries 0.25; number 30, H, carries 0.26; number 31, C, carries -0.71; number 32, O, carries -0.33; number 33, H, carries 0.24; number 34, H, carries 0.27; number 35, H, carries 0.28; number 36, H, carries 0.21; number 37, C, carries -0.77; number 38, O, carries -0.39; number 39, H, carries 0.25; number 40, H, carries 0.26; number 41, H, carries 0.37; number 42, H, carries 0.20; number 43, C, carries -0.36; number 44, O, carries -0.41; number 45, H, carries 0.12; number 46, H, carries 0.04; number 47, H, carries 0.41; number 48, H, carries 0.21; number 49, C, carries -0.70; number 50, O, carries -0.49; number 51, H, carries 0.26; number 52, H, carries 0.28; number 53, H, carries 0.28; number 54, H, carries 0.53; number 55, C, carries -0.62; number 56, O, carries -0.62; number 57, H, carries 0.29; number 58, H, carries 0.30; number 59, H, carries 0.25; number 60, H, carries 0.37


Number 1: highest occupied orbital energy -5.186 eV. Number 2: highest occupied orbital energy -8.313 eV.